#w
This record from OMol25 describes 2 unconnected molecules or ions with the total composition C3H8N4O. The level of theory is ωB97M-V/def2-TZVPD.

Results
LUMO (spin up / spin down) (eV): 0.1 / 0.1
Kohn-Sham gap (spin up / spin down) (eV): 8.6518 / 8.6513

```
16
Properties=species:S:1:pos:R:3:lowdin_charge:R:1
C 0.10421 -0.21133 -2.16550 -0.029
N 0.66356 0.53744 -1.29270 -0.014
C 1.67486 -0.09141 -0.44990 -0.360
O 2.06764 -1.24926 -0.64537 -0.018
H -0.83893 0.11452 -2.62257 0.074
H 0.47736 -1.21724 -2.41479 0.084
H 2.37358 0.66869 -0.05987 0.120
C -1.80353 1.39978 0.58457 -0.079
N -1.37059 0.19686 0.61874 0.004
N -0.00219 0.00691 1.28911 -0.174
N 0.15751 -1.28447 1.78854 0.009
H -1.18396 2.29521 0.73958 0.072
H -2.84919 1.56448 0.28756 0.068
H 0.56072 0.84364 1.43887 0.115
H -0.75392 -1.74575 1.77378 0.078
H 0.72288 -1.82810 1.12996 0.050
```

---

#x
This record from OMol25 describes C3H8N4O in the gas phase. The level of theory is ωB97M-V/def2-TZVPD.

Results
LUMO (eV): 0.8
Kohn-Sham gap (eV): 10.0084

```
16
Properties=species:S:1:pos:R:3:lowdin_charge:R:1
H 0.80068 -0.65888 1.99940 0.064
N 0.29555 -1.42026 1.55092 0.161
C 0.26787 -1.38325 0.29375 -0.554
N -0.38213 -2.32716 -0.44786 0.137
O 1.02748 -0.55405 -0.58558 0.054
C 1.07966 0.76738 -0.30832 -0.540
N 2.17715 1.37622 -0.48877 0.151
H 2.14165 2.37259 -0.31556 0.044
N -0.07564 1.29369 0.25019 -0.014
C -1.42612 1.02951 -0.21518 -0.073
H -0.58118 -3.17870 0.05318 0.106
H -0.02271 -2.45689 -1.37831 0.102
H 0.04471 2.25548 0.53471 0.127
H -2.12179 1.40790 0.53613 0.090
H -1.63798 1.51337 -1.16884 0.084
H -1.58719 -0.03694 -0.30986 0.063
```

---

Tell me which of them is the least stable. Sure, it is #w.